(1)
{"formula": "C17H17BrCaN8O6S2", "method": "the ωB97M-V functional and the def2-TZVPD basis", "e_tot_ev": -152265.1000, "e_lumo_ev": -0.10, "de_lowest_ev": 0.881, "homo_ev": -8.2, "charge": 0, "symbols": ["Br", "Ca", "S", "S", "O", "O", "O", "O", "O", "O", "N", "N", "N", "N", "N", "N", "N", "N", "C", "C", "C", "C", "C", "C", "C", "C", "C", "C", "C", "C", "C", "C", "C", "C", "C", "H", "H", "H", "H", "H", "H", "H", "H", "H", "H", "H", "H", "H", "H", "H", "H", "H"], "positions_angstrom": [[-0.437005, 4.214500, 6.489609], [-0.131074, -0.082894, 0.110892], [1.860237, -1.018676, -3.698325], [-1.294977, -2.300543, -1.497227], [0.043971, 2.201242, 0.372376], [-0.239471, 0.957134, 2.177596], [-1.043922, -2.343977, -0.049125], [2.184420, -0.529333, 0.371175], [4.268426, -1.314989, 0.004710], [-2.657839, -2.046844, -1.870558], [-4.443194, 1.393428, -0.221966], [3.230124, 1.871859, 1.045554], [-5.371468, 2.290714, -0.753170], [-0.221148, -1.238287, -2.076288], [-3.200426, 1.403824, -0.568129], [-4.767373, 0.538467, 0.719546], [4.014452, 0.782013, 0.676917], [-2.628797, 0.491967, 0.187242], [0.640252, -1.803862, -2.938352], [-3.588204, -0.021309, 0.953590], [-0.660914, -3.707731, -2.323209], [-0.257143, 3.201878, 3.839259], [1.054492, -4.180974, -3.923625], [-0.161978, 5.606855, 4.026855], [3.394233, -0.381794, 0.357254], [3.707644, -2.581358, -0.388863], [-0.107912, 2.068492, 1.611894], [-0.018926, 4.565122, 1.864220], [-0.435458, -5.915742, -3.113168], [-0.130035, 3.314308, 2.458966], [0.631201, -5.501676, -3.910683], [0.388208, -3.275421, -3.109371], [-1.110958, -5.013457, -2.302443], [-0.270107, 4.351978, 4.607326], [-0.036378, 5.706437, 2.650443], [4.563524, -3.234795, -0.525610], [-6.207322, 1.748233, -0.953001], [0.071626, 4.620661, 0.789028], [-0.176997, 6.493171, 4.645498], [-0.741220, -6.952555, -3.133857], [3.054344, -2.960022, 0.395575], [-1.946336, -5.317584, -1.688936], [3.646750, 2.354398, 1.826977], [4.996389, 0.875988, 0.478116], [0.045637, 6.684915, 2.197100], [3.075627, 2.501386, 0.267897], [-4.974399, 2.599108, -1.637301], [1.135241, -6.225759, -4.536689], [-0.341153, 2.222424, 4.286995], [1.873033, -3.840752, -4.542736], [-3.433702, -0.806223, 1.671196], [3.156006, -2.463944, -1.321172]], "atomic_forces_ev_per_a": [[0.0, 0.0, 0.1], [0.5, 0.2, 0.2], [0.4, 0.1, -0.1], [-0.1, -0.2, 0.1], [0.0, 0.1, -0.5], [-0.1, -0.4, 0.3], [-0.2, 0.0, 0.0], [-0.3, -0.4, 0.0], [0.0, -0.1, 0.1], [0.1, 0.0, 0.0], [-0.4, 0.1, 0.0], [0.0, 0.0, -0.1], [0.2, -0.2, -0.1], [-0.3, 0.1, 0.0], [0.2, 0.1, -0.2], [0.0, 0.1, 0.0], [-0.2, -0.2, 0.0], [0.3, 0.0, -0.1], [-0.1, -0.1, 0.0], [-0.2, -0.2, 0.2], [-0.1, -0.2, 0.0], [0.0, 0.0, 0.0], [-0.1, 0.1, 0.1], [0.0, 0.0, 0.1], [0.0, 0.7, -0.1], [0.0, 0.1, 0.0], [0.1, 0.6, 0.3], [0.0, -0.1, 0.0], [0.0, 0.0, 0.0], [0.0, 0.0, 0.0], [0.0, 0.0, 0.0], [0.0, 0.0, -0.1], [0.1, 0.0, -0.1], [0.0, 0.0, -0.1], [0.0, 0.0, 0.0], [0.0, 0.0, 0.0], [0.0, 0.0, 0.1], [0.0, 0.0, 0.0], [0.0, 0.0, 0.0], [0.0, 0.0, 0.0], [0.0, 0.0, 0.0], [0.0, 0.0, 0.0], [0.0, 0.0, 0.1], [0.1, 0.0, -0.1], [0.0, 0.0, 0.0], [0.0, 0.0, 0.0], [0.0, 0.1, 0.1], [0.0, 0.0, 0.0], [0.0, 0.0, 0.0], [0.0, 0.0, 0.0], [0.0, 0.0, 0.0], [0.0, 0.0, 0.0]], "lowdin_charge": [0.7259, 1.4657, 0.6588, 0.6016, -0.1479, -0.1296, -0.4167, -0.0385, -0.0091, -0.2865, -0.2877, 0.0682, 0.1337, -0.2458, 0.0975, 0.1372, 0.0089, -0.0459, -0.9010, -0.1838, -0.2311, -0.0642, -0.0245, -0.1331, -0.5572, -0.0143, -0.6808, -0.0204, -0.0649, -0.1284, -0.0597, -0.2324, -0.0281, -0.6826, -0.0740, 0.0964, 0.0979, 0.1143, 0.0979, 0.1064, 0.0994, 0.1224, 0.0953, 0.1524, 0.1042, 0.0999, 0.0980, 0.1067, 0.1113, 0.1002, 0.1200, 0.0680]}


(2)
{"formula": "C17H17BrMn", "method": "the ωB97M-V functional and the def2-TZVPD basis", "multiplicity": 5, "e_tot_ev": -119265.8440, "e_lumo_ev": [3.22, 2.66], "homo_ev": [-2.7, -3.1], "charge": -1, "symbols": ["Br", "Mn", "C", "C", "C", "C", "C", "C", "C", "C", "C", "C", "C", "C", "C", "C", "C", "C", "C", "H", "H", "H", "H", "H", "H", "H", "H", "H", "H", "H", "H", "H", "H", "H", "H", "H"], "positions_angstrom": [[-1.849219, -0.285455, 0.624304], [-0.864714, -1.254736, -1.314275], [-0.214945, -0.939331, -3.273219], [-1.641378, 0.592051, -2.284613], [-0.988907, -3.365473, -0.965402], [0.569394, -2.693397, 0.623701], [-0.280220, 0.349901, -2.653226], [-0.749345, -3.193905, 0.443358], [1.525271, 2.374574, 4.015736], [1.178289, -2.528039, -0.650292], [0.894000, 1.962551, 1.692200], [1.337636, 1.485042, 2.968866], [0.897185, 1.148542, 0.563036], [1.193944, 3.735132, 3.865820], [0.480669, 3.332916, 1.584125], [0.256373, -3.007127, -1.652684], [-2.423856, -0.552855, -2.644453], [-1.550943, -1.515624, -3.255056], [0.680043, 4.205736, 2.642540], [1.061048, -2.541979, 1.583411], [-2.029251, 1.516866, -1.867826], [2.215813, -2.237558, -0.841479], [1.341736, 4.426584, 4.698945], [0.678969, -1.377396, -3.707993], [-1.444705, -3.465148, 1.237771], [1.928871, 2.010036, 4.962842], [0.053585, 3.663588, 0.632609], [-1.829070, -3.888007, -1.425259], [-3.502103, -0.647461, -2.535863], [0.430333, 5.262318, 2.520003], [1.543330, 0.415273, 3.071264], [0.509216, 1.549176, -0.368984], [-1.862274, -2.460789, -3.689018], [0.545286, 1.048146, -2.532895], [1.392053, 0.181606, 0.597680], [0.517887, -3.305758, -2.665675]], "atomic_forces_ev_per_a": [[-0.8, 0.7, 1.5], [0.1, -0.4, 0.9], [-0.7, 0.9, -0.9], [-0.4, -0.8, -0.9], [1.3, -0.4, 0.4], [-0.6, -0.6, -0.6], [0.0, -0.2, -0.7], [0.9, -0.5, -0.5], [-0.3, 0.0, -0.1], [-0.2, -1.0, -0.2], [-0.2, 0.4, 0.4], [0.1, 0.4, -0.3], [0.3, 0.1, 0.0], [0.2, 0.0, -0.1], [0.4, -0.3, 0.3], [0.3, -1.0, 1.7], [0.2, 1.0, -1.6], [-0.2, 1.3, -0.2], [-0.2, -0.2, 0.0], [-0.3, 0.3, -0.2], [0.2, -0.4, 0.3], [-0.5, -0.1, 0.1], [0.0, -0.2, -0.3], [-0.3, 0.1, 0.2], [0.1, 0.4, -0.3], [-0.2, 0.1, -0.2], [0.2, 0.0, 0.3], [0.3, 0.2, 0.2], [0.4, -0.1, 0.2], [0.0, -0.3, 0.1], [0.0, 0.4, 0.0], [0.2, -0.3, 0.2], [0.2, 0.1, 0.2], [-0.2, -0.3, -0.1], [-0.4, 0.1, -0.2], [-0.2, 0.4, 0.3]], "lowdin_charge": [0.1999, 0.1879, -0.2090, -0.2378, -0.2238, -0.1963, -0.1914, -0.2362, -0.1140, -0.1752, -0.3255, -0.0456, -0.0058, -0.1220, -0.0497, -0.2592, -0.1988, -0.1890, -0.1165, 0.0837, 0.0932, 0.0848, 0.0851, 0.1014, 0.0822, 0.0923, 0.1079, 0.0944, 0.1010, 0.0918, 0.1094, 0.0328, 0.1082, 0.0918, 0.0517, 0.0963]}